28
Properties=species:S:1:pos:R:3:nbo_charge:R:1 method="wB97M-V/def2-TZVPD" multiplicity=1 energy_ha=-976.2124 largest_force_ev_per_a=3.506 orbital_gap_ev=9.84 de_lowest_kj_mol=62.3 homo_ev=-9.1 charge=0 smiles="O=C(O)[C@@H](CS)CCc1ccccc1"
O -2.4248 -0.8745 -0.5863 -0.59
C -1.8654 0.0443 -0.0539 0.82
O -1.5755 0.0915 1.2685 -0.70
C -1.3698 1.2642 -0.7806 -0.37
C -0.8144 2.4198 -0.0012 -0.50
S -2.1364 3.1364 1.0828 -0.07
C -0.4177 0.6963 -1.9222 -0.38
C 1.0244 0.4541 -1.5761 -0.42
C 1.2326 -0.6290 -0.4456 -0.01
C 1.7531 -0.2445 0.8327 -0.21
C 1.8716 -1.2075 1.8461 -0.21
C 1.2569 -2.4352 1.7533 -0.23
C 0.6747 -2.7981 0.5053 -0.20
C 0.7147 -1.8811 -0.5246 -0.24
H -1.6657 -0.7922 1.6233 0.50
H -2.2245 1.6758 -1.2639 0.25
H -0.6420 3.2624 -0.6273 0.22
H 0.2487 2.3170 0.5312 0.23
H -2.0131 2.1667 2.0579 0.15
H -0.3800 1.4695 -2.6902 0.21
H -0.9270 -0.2193 -2.3338 0.24
H 1.5362 1.3854 -1.2847 0.21
H 1.5162 0.0620 -2.5337 0.22
H 2.3479 0.7352 0.9872 0.21
H 2.4388 -0.8996 2.7048 0.21
H 1.3445 -3.1300 2.5844 0.22
H 0.2296 -3.8071 0.2803 0.22
H 0.2665 -2.2624 -1.4338 0.22



29
Properties=species:S:1:pos:R:3:nbo_charge:R:1 method="wB97M-V/def2-TZVPD" multiplicity=1 energy_ha=-1051.3618 largest_force_ev_per_a=6.012 orbital_gap_ev=10.17 de_lowest_kj_mol=51.5 homo_ev=-9.4 charge=0
C 2.1557 -2.7561 -0.0215 -0.23
C 1.3626 -2.5220 -1.0662 -0.18
C 2.1173 -1.9283 1.0166 -0.19
C 0.2977 -1.5807 -1.0167 -0.22
C 1.1009 -0.9144 1.1468 -0.21
C 0.1867 -0.7636 0.0462 -0.06
C -1.6498 0.3885 1.5509 -0.12
C -0.8610 0.4129 0.1477 0.28
C 0.5930 2.4218 0.5305 -0.63
C 0.3386 1.4079 -1.7554 -0.61
C -0.2981 1.7684 -0.4398 -0.26
O -1.9893 0.0716 -0.7290 -0.77
O -3.0105 0.2043 1.3965 -0.70
O -4.6127 -0.2158 -0.4870 -0.88
S -3.3565 -0.6201 -0.0152 1.76
H 2.8247 -3.5540 0.0563 0.22
H 1.2599 -3.1457 -1.9776 0.22
H 2.6997 -1.9767 1.9047 0.21
H -0.3984 -1.3876 -1.7816 0.23
H 1.1003 -0.2341 1.9119 0.20
H -1.2649 -0.4950 2.1967 0.20
H -1.5358 1.4855 2.0546 0.21
H 0.4014 2.5079 1.6335 0.22
H 0.9236 3.5063 0.2029 0.23
H 1.5007 1.7509 0.5280 0.21
H 1.0961 0.6839 -1.6134 0.21
H 0.6391 2.2476 -2.3942 0.22
H -0.4010 0.9101 -2.2917 0.22
H -1.2200 2.3265 -0.7344 0.23



27
Properties=species:S:1:pos:R:3:nbo_charge:R:1 method="wB97M-V/def2-TZVPD" multiplicity=1 energy_ha=-792.2181 largest_force_ev_per_a=3.335 orbital_gap_ev=10.08 de_lowest_kj_mol=145.0 homo_ev=-9.2 charge=0 smiles=CC#C[Si@@H](OCC)c1ccccc1
C -3.0264 -3.1511 -1.0635 -0.68
C -2.0568 -2.0625 -1.3292 0.03
C -1.1478 -1.2563 -1.4828 -0.50
Si -0.0819 0.4194 -1.2974 1.68
O -0.6487 1.3715 -0.1388 -0.94
C -1.9265 2.0375 0.2052 -0.05
C -1.6654 3.1500 1.1971 -0.63
C 1.6169 -0.0138 -0.6683 -0.48
C 2.6594 0.5801 -1.2879 -0.20
C 3.9540 0.3790 -0.8983 -0.21
C 4.2471 -0.5744 0.0976 -0.19
C 3.1899 -1.1375 0.7650 -0.22
C 1.9279 -0.9690 0.3298 -0.18
H -3.9887 -2.9699 -1.3980 0.23
H -2.7508 -4.0563 -1.5908 0.24
H -2.9536 -3.3738 -0.0123 0.24
H -0.1517 1.3080 -2.5332 -0.20
H -2.4022 2.5721 -0.6683 0.19
H -2.6244 1.3025 0.7749 0.19
H -0.8553 2.9374 1.9353 0.23
H -1.1879 4.1137 0.7204 0.20
H -2.6302 3.4701 1.5759 0.21
H 2.5558 1.1413 -2.2033 0.21
H 4.6219 0.8792 -1.4656 0.20
H 5.2797 -0.9305 0.3168 0.22
H 3.4668 -1.9033 1.5459 0.21
H 1.1048 -1.3554 0.8769 0.21



42
Properties=species:S:1:pos:R:3:nbo_charge:R:1 method="wB97M-V/def2-TZVPD" multiplicity=1 energy_ha=-4650.2280 largest_force_ev_per_a=7.515 orbital_gap_ev=8.31 homo_ev=-9.4 charge=0 smiles="O=C(CB1OB(Br)OB(S(=O)(=O)F)O1)c1ccccc1.CCOS(C)(=O)=O"
O 0.3107 -2.8809 3.3552 -0.51
C -0.6311 -2.2105 2.8815 0.60
C -2.1140 -2.8306 2.6449 -0.90
B -3.0154 -1.8672 1.6634 1.24
O -2.6224 -1.5626 0.3031 -0.91
B -3.2034 -0.2894 -0.0913 1.04
Br -3.6622 0.1335 -2.0040 -0.10
O -3.5246 0.7448 0.8873 -0.88
B -4.4048 0.0609 1.8134 0.91
S -5.9124 1.0261 2.4286 2.01
O -6.5859 0.3456 3.5839 -0.84
O -6.9425 1.2049 1.3420 -0.83
F -5.4147 2.5519 2.9685 -0.48
O -4.2251 -1.2879 2.2514 -0.88
C -0.4539 -0.6877 2.4164 -0.16
C -1.0291 0.4468 3.3295 -0.24
C -0.8998 1.9150 2.8558 -0.22
C -0.1952 2.1529 1.4928 -0.22
C 0.4006 1.0350 0.6030 -0.22
C 0.2648 -0.4327 1.0646 -0.21
H -2.6023 -2.8598 3.6930 0.27
H -2.0440 -3.8978 2.2071 0.28
H -1.5434 0.1027 4.2829 0.24
H -1.3514 2.7256 3.5115 0.24
H -0.1120 3.2461 1.1541 0.23
H 0.9233 1.2268 -0.3885 0.26
H 0.6797 -1.2776 0.4094 0.25
C 3.9362 1.7809 -4.9789 -0.64
C 3.3401 0.4058 -4.7427 -0.08
O 4.0971 -0.3395 -3.7888 -0.71
S 3.9235 0.0128 -2.2209 2.37
C 4.7395 -1.4219 -1.5802 -0.88
O 2.5256 -0.0576 -1.8776 -0.95
O 4.7230 1.1677 -1.9133 -0.92
H 3.8421 2.4080 -4.0896 0.22
H 3.4270 2.2855 -5.8030 0.22
H 5.0014 1.7064 -5.2105 0.22
H 2.2926 0.4759 -4.4355 0.20
H 3.3646 -0.1602 -5.6773 0.20
H 4.1648 -2.3062 -1.8521 0.25
H 4.7866 -1.3234 -0.4953 0.26
H 5.7460 -1.4684 -1.9936 0.26



32
Properties=species:S:1:pos:R:3:mulliken_charge:R:1 method="wB97M-V/def2-TZVPD" multiplicity=5 energy_ha=-3524.2343 largest_force_ev_per_a=2.889 orbital_gap_ev="3.38 / 4.26" homo_ev="0.4 / -0.5" charge=-2
Pr 0.9773 2.0184 -0.0596 1.00
Cl -0.4569 4.0807 -0.3065 -0.63
C 1.7089 2.3314 -2.4816 -1.24
C 3.2727 3.1565 0.2865 -1.13
H 2.6751 2.8354 -2.3652 0.30
H 1.8518 1.4902 -3.1838 0.28
H 0.9717 3.0643 -2.8626 0.26
H 3.6146 3.2662 -0.7545 0.22
H 4.1471 2.7635 0.8331 0.29
H 3.0524 4.1732 0.6527 0.24
Ni 1.5184 -0.5809 -0.3866 0.08
C 1.7535 0.1129 1.6152 -1.26
C 3.2120 -0.0224 -0.6817 -0.83
H 2.8015 0.1602 1.9337 0.39
H 1.2114 0.9376 2.1406 0.32
H 1.2916 -0.8095 1.9961 0.18
H 3.8971 0.0002 0.2056 0.20
H 3.7824 0.1427 -1.6082 0.38
Cl -5.4421 -4.6904 0.3422 -0.25
C -4.2511 -3.4559 0.3602 0.41
C -4.2514 -2.4871 1.3776 -0.52
C -3.2738 -1.4845 1.3915 -0.27
C -2.3337 -1.4016 0.3622 -0.01
C -2.3192 -2.3835 -0.6327 -0.31
C -3.2771 -3.3991 -0.6436 -0.60
C -1.3377 -0.2615 0.3402 0.71
O -1.3280 0.7027 1.1375 -0.73
O -0.4288 -0.3880 -0.6040 -0.98
H -4.9841 -2.5470 2.1821 0.36
H -3.2438 -0.7708 2.2171 0.38
H -1.5547 -2.3750 -1.4078 0.40
H -3.2572 -4.1788 -1.3956 0.37



34
Properties=species:S:1:pos:R:3:nbo_charge:R:1 method="wB97M-V/def2-TZVPD" multiplicity=2 energy_ha=-2131.7731 largest_force_ev_per_a=3.212 orbital_gap_ev="3.59 / 6.81" de_lowest_kj_mol=95.9 homo_ev="-2.5 / -5.8" charge=-1
Y -0.1109 0.0488 -0.6699 2.08
Cl -0.1454 1.4156 -2.8421 -0.67
C -1.8999 -1.1204 -0.8463 -1.35
H -1.8797 -1.9425 -0.1434 0.23
H -2.2529 -1.4905 -1.8254 0.23
H -2.6603 -0.3960 -0.5117 0.24
Ti 0.5158 -0.1135 -5.3723 1.55
C -1.3949 0.5486 -5.7752 -1.17
C 2.1713 1.0898 -5.1621 -1.17
C 0.9415 -1.6645 -6.4610 -1.02
H 2.7331 0.5624 -4.3652 0.21
H 2.8716 1.2552 -5.9846 0.23
H 1.8774 2.0490 -4.7157 0.23
H -2.0220 -0.1568 -5.1932 0.22
H -1.5594 1.5282 -5.3076 0.23
H -1.7809 0.5482 -6.7950 0.23
H 0.1770 -2.2975 -6.9388 0.20
H 1.9714 -2.0257 -6.6130 0.20
O -1.0322 1.0730 1.2025 -0.77
C -0.1605 0.4965 1.8883 0.74
O 0.7550 -0.1440 1.2309 -0.88
C -0.0653 0.3784 3.3541 -0.29
C 0.9442 -0.4630 3.8517 -0.12
C 1.1552 -0.6834 5.1902 -0.27
C 0.3146 -0.0390 6.1133 0.01
C -0.7073 0.8386 5.6660 -0.25
C -0.8935 1.0299 4.3050 -0.17
N 0.4843 -0.2875 7.4985 0.45
O 1.3750 -1.0797 7.8664 -0.52
O -0.2916 0.2889 8.2909 -0.52
H 1.6324 -0.9543 3.1200 0.21
H 1.9448 -1.3531 5.5654 0.24
H -1.3277 1.3185 6.4454 0.24
H -1.6803 1.7419 3.9341 0.21



38
Properties=species:S:1:pos:R:3:mulliken_charge:R:1 method="wB97M-V/def2-TZVPD" multiplicity=5 energy_ha=-2209.9624 largest_force_ev_per_a=1.200 orbital_gap_ev="7.82 / 5.51" de_lowest_kj_mol=0.0 homo_ev="-18.7 / -19.0" charge=+3
Ru -0.6118 0.5757 0.0388 0.37
F 0.8598 5.3218 2.5459 -0.19
C -0.4039 4.9681 2.7718 0.78
F -1.1516 5.3542 1.7297 -0.21
F -0.8464 5.5587 3.8625 -0.22
C -0.4524 3.4484 2.9302 -0.09
C -0.3831 2.8697 4.1900 -0.22
C -0.3552 1.4841 4.3068 -0.68
C -0.3912 0.6903 3.1583 -0.31
N -0.4588 1.2403 1.9554 -0.12
C -0.4999 2.5970 1.8158 0.92
S -0.6622 3.0039 0.1429 -0.05
H -0.3646 3.5036 5.0689 0.56
H -0.3037 1.0140 5.2801 0.46
H -0.3568 -0.3896 3.2142 0.48
C 1.9183 -2.9697 -3.1389 -1.10
N 1.4776 -2.0035 -2.1259 -0.08
C 1.9390 -1.8615 -0.8996 0.90
S 1.6382 -0.3350 -0.0460 -0.32
N 2.6836 -2.7283 -0.2515 -0.21
C 2.9261 -4.1421 -0.5458 -0.99
H 1.8829 -2.4895 -4.1133 0.35
H 1.2720 -3.8461 -3.1668 0.38
H 2.9427 -3.2811 -2.9581 0.42
H 0.8910 -1.2553 -2.4535 0.16
H 3.1080 -2.3819 0.5971 0.24
H 3.8857 -4.2903 -1.0422 0.38
H 2.1338 -4.5569 -1.1594 0.39
H 2.9663 -4.6855 0.3951 0.34
N -2.5574 0.5592 -3.7299 -0.29
C -2.2778 0.2087 -2.4986 0.70
O -1.1566 0.4831 -1.9909 -0.62
C -3.3643 -0.5358 -1.7532 -0.88
I -2.6657 -1.2885 0.1495 0.25
H -1.8989 1.1088 -4.2686 0.30
H -3.4344 0.3330 -4.1785 0.24
H -3.7240 -1.3992 -2.3094 0.48
H -4.2046 0.1172 -1.5231 0.48



30
Properties=species:S:1:pos:R:3:nbo_charge:R:1 method="wB97M-V/def2-TZVPD" multiplicity=3 energy_ha=-691.8682 largest_force_ev_per_a=4.065 orbital_gap_ev="8.77 / 7.74" de_lowest_kj_mol=0.0 homo_ev="-11.1 / -12.8" charge=+1
C -3.9022 0.4473 -0.2683 -0.15
C -3.3960 0.6885 0.9684 -0.20
C -3.1498 -0.1875 -1.2435 -0.18
C -2.1131 0.2351 1.3178 -0.15
C -1.8449 -0.5774 -0.9121 -0.21
C -1.2910 -0.3588 0.3697 -0.14
C 2.5650 0.2649 -0.0051 0.33
C 0.0478 -0.6586 0.6315 0.02
C 1.5930 1.3022 -0.3051 0.44
C 1.6532 2.6874 0.1920 -0.74
C 0.7221 -2.8410 -0.2881 -0.40
N 2.2440 -1.0211 -0.0343 -0.38
N 3.8103 0.5879 0.4219 -0.76
N 0.9069 -1.3349 -0.3345 -0.25
F 0.7692 1.0804 -1.3049 -0.30
H -4.9228 0.5808 -0.5129 0.23
H -3.9340 1.0422 1.7654 0.23
H -3.3542 -0.4428 -2.2202 0.22
H -1.7252 0.5253 2.2829 0.22
H -1.4360 -1.0671 -1.7413 0.20
H 0.3239 -0.8957 1.5874 0.21
H 0.6003 2.8562 0.3135 0.26
H 1.9972 3.4839 -0.5108 0.26
H 2.0554 2.9127 1.2139 0.26
H 1.0552 -3.1437 -1.2395 0.22
H 1.4175 -3.2557 0.4023 0.25
H -0.1995 -3.2439 -0.0935 0.24
H 4.1468 1.4597 0.5610 0.40
H 4.5724 -0.0974 0.2740 0.43
H 0.7886 -1.0287 -1.2876 0.44